Record 1
{"formula": "C5H14N2O2", "method": "ωB97M-V/def2-TZVPD", "species": ["C", "C", "C", "N", "C", "O", "C", "N", "O", "H", "H", "H", "H", "H", "H", "H", "H", "H", "H", "H", "H", "H", "H"], "coordinates": [[-1.699131, -1.717135, 1.425227], [-0.622190, -0.735260, 1.840411], [-0.089495, 0.418513, 0.627024], [-1.094451, 1.446314, 0.463463], [0.211161, -0.399348, -0.570632], [1.190438, -1.382792, -0.381764], [0.898214, 0.791171, -1.725108], [2.254323, 0.354552, -2.023062], [0.978033, 2.152813, -1.376587], [-2.518980, -1.216254, 0.900961], [-2.125874, -2.227168, 2.297753], [-1.295675, -2.495042, 0.768114], [-0.983517, -0.106121, 2.661649], [0.242059, -1.270855, 2.243406], [0.819863, 0.847237, 1.054218], [-1.995894, 1.041008, 0.217250], [-1.227109, 1.948485, 1.341002], [-0.667076, -0.847593, -1.042863], [1.881015, -1.209983, -1.071442], [0.284038, 0.702831, -2.627175], [2.595045, 0.858706, -2.841972], [2.833406, 0.689956, -1.251211], [0.131797, 2.355962, -0.928664]], "atomic_forces_ev_per_a": [[0.05, -0.06, -0.33], [1.04, 1.87, -0.79], [-1.28, -3.16, 3.83], [-0.15, 0.20, -0.43], [1.94, 2.77, -2.81], [0.16, 0.26, 0.09], [-0.32, -1.68, -0.05], [-0.20, 0.18, 0.18], [-0.87, -0.36, 0.91], [-0.05, -0.08, 0.02], [0.08, 0.17, -0.13], [-0.08, 0.15, 0.01], [-0.04, 0.04, -0.08], [0.05, 0.10, -0.30], [-0.06, 0.03, -0.22], [0.18, 0.05, 0.02], [0.09, -0.18, -0.29], [-0.15, 0.28, 0.01], [-0.54, -0.14, 0.39], [0.12, -0.17, -0.03], [-0.16, -0.29, 0.12], [-0.03, -0.08, -0.13], [0.21, 0.12, 0.00]], "relative_energy_kj_mol": 197.9, "mol_weight_g_mol": 134.179, "e_homo_ev": -8.86}


Record 2
{"formula": "C5H14N2O2", "method": "ωB97M-V/def2-TZVPD", "species": ["C", "O", "C", "C", "C", "H", "H", "H", "H", "H", "H", "H", "H", "H", "H", "N", "C", "N", "O", "H", "H", "H", "H"], "coordinates": [[-0.609548, -0.051224, 1.730852], [-1.075732, -0.125975, 0.388675], [-1.042240, 1.101402, -0.354506], [-1.659114, 2.286780, 0.383798], [0.370613, 1.409795, -0.839343], [-1.300738, 0.526822, 2.349878], [-0.576920, -1.068721, 2.131205], [0.397680, 0.368604, 1.782934], [-1.656522, 0.913892, -1.243285], [-1.045236, 2.593063, 1.237676], [-1.757389, 3.151296, -0.280784], [-2.650550, 2.028659, 0.769841], [0.765450, 0.569085, -1.418078], [0.382095, 2.299412, -1.476981], [1.059752, 1.577019, -0.006178], [0.199968, -2.532092, -0.739857], [1.505557, -2.370940, -1.042737], [2.186645, -1.679987, -0.103394], [2.023667, -2.811092, -2.054156], [-0.262524, -1.727416, -0.321364], [-0.336699, -2.950112, -1.488715], [1.894750, -1.836233, 0.849450], [3.187034, -1.672036, -0.254932]], "atomic_forces_ev_per_a": [[-0.14, -0.06, -0.15], [-0.11, 0.07, 0.22], [0.16, 0.47, -0.36], [-0.06, -0.16, 0.35], [0.18, -0.22, -0.01], [0.14, 0.04, 0.02], [-0.05, 0.08, -0.20], [-0.01, 0.10, 0.07], [0.02, -0.21, 0.22], [-0.01, 0.01, -0.14], [0.04, -0.22, 0.03], [0.07, 0.05, -0.11], [-0.06, 0.12, 0.05], [-0.07, -0.09, 0.12], [-0.09, 0.07, -0.04], [-1.54, -0.09, 0.03], [0.25, -0.73, -1.23], [1.10, 0.74, 1.04], [0.16, 0.02, -0.12], [-0.02, -0.12, 0.06], [0.18, 0.03, 0.11], [0.08, 0.15, -0.04], [-0.21, -0.03, 0.10]], "relative_energy_kj_mol": 39.5, "mol_weight_g_mol": 134.179, "e_homo_ev": -9.55}


Record 3
{"formula": "C5H14N2O2SbSe6W", "method": "ωB97M-V/def2-TZVPD", "species": ["W", "O", "C", "C", "C", "O", "C", "Se", "C", "Se", "H", "H", "H", "H", "H", "H", "H", "H", "H", "H", "N", "N", "H", "H", "H", "H", "Se", "Sb", "Se", "Se", "Se"], "coordinates": [[0.213168, -0.235555, -1.246837], [0.074575, 1.499779, 3.315843], [-0.586211, 0.272424, 3.098727], [-0.061742, -0.312933, 1.780169], [-0.795643, -1.613297, 1.505250], [-0.610664, -1.892176, 0.085572], [-0.407947, 0.610303, 0.605624], [-1.645495, -0.373248, -2.541119], [1.453959, -0.492488, 1.893625], [2.305135, -0.796547, 0.143925], [-0.279431, 1.922234, 4.103967], [-1.670018, 0.415234, 3.015146], [-0.394064, -0.431610, 3.918656], [-1.863857, -1.492585, 1.689937], [-0.405554, -2.457949, 2.072866], [-1.327762, -2.444157, -0.245934], [0.050690, 1.586707, 0.761591], [-1.488493, 0.781472, 0.554917], [1.720490, -1.316207, 2.554292], [1.897915, 0.422050, 2.277497], [0.965250, -2.099055, -2.197645], [1.627375, -1.027172, -2.847533], [1.597190, -2.568609, -1.549666], [0.447754, -2.726051, -2.805771], [1.264787, -0.871206, -3.780569], [2.640427, -1.099111, -2.826938], [-0.385999, 5.188163, -3.565544], [-1.123271, 3.199373, -2.266907], [1.078653, 1.987246, -2.062499], [-2.880002, 3.058613, -0.706208], [-1.411217, 3.306357, -4.734436]], "atomic_forces_ev_per_a": [[0.28, -0.26, -0.85], [0.01, 0.01, 0.00], [-0.07, -0.04, -0.02], [0.01, 0.02, -0.05], [0.14, 0.03, 0.02], [0.03, -0.22, 0.15], [0.17, 0.33, 0.20], [-0.15, -0.03, 0.18], [-0.07, 0.02, -0.02], [-0.09, 0.07, 0.06], [0.00, 0.00, 0.00], [0.01, 0.00, 0.00], [0.00, 0.00, 0.00], [0.00, -0.02, 0.02], [-0.01, -0.01, -0.01], [-0.13, 0.10, -0.07], [0.02, -0.03, 0.00], [0.00, 0.00, -0.03], [0.00, -0.02, -0.02], [0.01, -0.01, 0.01], [-0.13, 0.06, 0.31], [0.02, 0.06, 0.11], [0.00, -0.15, -0.02], [0.03, 0.06, -0.11], [0.10, 0.03, -0.09], [0.02, 0.05, 0.00], [-0.06, -0.02, -0.01], [0.00, 0.15, -0.12], [-0.16, -0.18, 0.41], [0.04, 0.00, 0.02], [-0.02, 0.01, -0.07]], "relative_energy_kj_mol": 5.6, "charge": 1, "mol_weight_g_mol": 913.539, "e_homo_ev": -10.82}


Record 4
{"formula": "C5H14N2O3", "method": "ωB97M-V/def2-TZVPD", "species": ["C", "C", "N", "C", "C", "N", "C", "O", "H", "H", "H", "H", "H", "H", "H", "H", "H", "H", "O", "H", "H", "O", "H", "H"], "coordinates": [[1.343133, -1.044143, -1.431208], [1.670100, -0.899365, -0.155315], [2.624760, -1.801862, 0.510681], [1.140402, 0.177610, 0.809549], [-0.297303, 0.749897, 0.757714], [-0.415770, 1.846924, 1.722176], [-1.011394, -0.487572, 1.146054], [-1.937283, -0.495773, 1.918794], [0.700278, -0.331496, -2.026824], [1.547483, -1.862964, -2.074702], [2.549899, -1.984883, 1.524893], [2.629919, -2.639602, 0.017373], [1.803298, 0.979706, 0.561546], [1.406795, -0.225545, 1.825782], [-0.431721, 0.865511, -0.326436], [-0.608761, 2.695977, 1.187993], [-1.067300, 1.591766, 2.398905], [-0.874624, -1.486987, 0.638439], [-2.681852, -0.852277, -1.322685], [-2.795186, -0.395028, -2.191741], [-3.303096, -1.522991, -1.005499], [-0.785297, 2.228922, -1.804786], [-1.357575, 2.444024, -1.002925], [0.151097, 2.450149, -1.677779]], "atomic_forces_ev_per_a": [[-1.45, 1.41, -1.19], [0.02, -1.08, 1.94], [-1.28, 2.19, 0.22], [2.12, -0.65, 0.05], [2.20, -2.32, 0.17], [1.41, 0.07, -3.15], [-2.83, -1.07, -0.63], [-0.10, 0.35, 1.09], [0.56, -0.49, 1.36], [0.90, -0.85, -0.05], [-0.39, 0.52, -1.05], [0.40, -1.77, -0.87], [0.56, 0.94, 0.56], [-0.42, 0.85, -0.70], [-0.62, 0.54, 0.61], [-0.30, -0.18, 0.95], [-1.69, -0.01, 1.18], [1.00, 1.09, -0.02], [0.95, 0.81, -0.13], [-0.68, -1.33, 1.24], [-0.21, 0.60, -1.11], [-1.16, 0.38, 0.65], [1.67, -0.18, -1.58], [-0.65, 0.17, 0.44]], "relative_energy_kj_mol": 321.1, "mol_weight_g_mol": 150.178, "e_homo_ev": -8.45}